(1)
85
Properties=species:S:1:pos:R:3:forces:R:3 method="wB97M-V/def2-TZVPD" e_above_lowest_kcal_mol=14.9 e_homo_ha=-0.1360 gap_ev=6.28 total_charge=-1
Pd -0.21742 0.45319 0.58465 -0.05 0.09 0.04
S 2.64960 3.35586 -1.81551 0.01 0.01 0.00
C 2.83927 1.62088 -2.07312 -0.01 0.00 -0.01
C 3.52648 1.13601 -3.18129 0.00 -0.02 0.00
C 3.85523 -0.20900 -3.28749 0.01 0.02 0.00
C 3.48534 -1.06861 -2.25001 0.00 0.01 0.02
C 2.77138 -0.61080 -1.16186 0.02 -0.01 -0.02
C 2.41314 0.74769 -1.03920 -0.02 -0.02 0.00
N 1.75789 1.21216 0.05499 0.07 0.01 0.06
C 0.71608 2.09629 -0.06403 0.05 0.05 -0.05
C -1.29969 2.46336 -1.23225 0.00 0.01 -0.01
C -2.15102 3.35993 -1.87548 0.00 0.00 0.00
C -3.52903 3.23095 -1.72542 0.00 0.01 -0.01
C -4.05137 2.23168 -0.92687 0.00 -0.01 0.01
C -3.18240 1.37940 -0.24760 0.01 0.02 -0.03
C -1.79808 1.46961 -0.35763 0.05 -0.07 0.05
H 3.82230 1.83622 -3.95394 0.00 0.00 0.00
H 4.40451 -0.57436 -4.14564 0.00 0.00 0.00
H 3.74324 -2.12124 -2.30380 0.00 0.00 0.00
H 2.45015 -1.29207 -0.38376 0.00 0.00 0.01
H -1.78522 4.18643 -2.46435 0.01 0.00 0.00
H -4.18295 3.92789 -2.23696 0.00 0.00 0.00
H -5.12492 2.12120 -0.81838 0.00 0.00 0.00
H -3.61418 0.61480 0.38973 0.00 0.00 0.01
C 0.82134 5.00452 -4.10771 0.01 -0.01 0.00
C 0.50506 3.65340 -3.48480 -0.01 0.00 0.01
C 0.82637 3.55386 -1.98779 -0.01 -0.01 0.00
N 0.14178 2.46311 -1.35473 0.00 -0.01 0.01
N 0.68861 3.14714 0.90681 0.00 0.00 -0.02
C 0.55617 4.36046 0.58775 -0.01 0.00 -0.01
N 0.49751 5.33833 1.57999 -0.01 0.00 0.00
S 0.49771 5.12082 -1.03823 0.00 0.00 0.00
H 0.68250 4.96229 -5.18877 0.00 0.00 0.00
H 1.85359 5.29600 -3.90705 0.00 0.00 0.00
H 0.16472 5.78658 -3.71983 0.00 0.00 0.00
H 1.10882 2.87248 -3.95385 0.00 0.01 -0.01
H -0.52910 3.37813 -3.67034 0.00 0.00 0.00
H 0.23272 4.93603 2.46808 0.00 0.00 0.00
H -0.04894 6.14994 1.33323 0.00 0.00 0.00
N 0.79457 -2.03405 -4.11936 0.02 -0.04 -0.02
C -0.24611 -1.43946 -3.41561 -0.04 0.03 -0.01
N -0.05352 -0.11918 -3.14150 0.10 0.09 0.02
O -1.26475 -2.05530 -3.14387 0.00 0.00 0.00
H 1.72255 -1.68333 -3.93107 -0.01 0.02 -0.01
H 0.72080 -3.03803 -4.12266 -0.01 0.00 0.00
H 0.87818 0.26016 -3.21869 0.01 -0.02 0.02
H -0.59298 0.29512 -2.39309 -0.18 -0.13 -0.01
C -0.63959 0.04754 3.96317 0.01 0.01 0.02
C -1.41120 -1.15081 3.39447 -0.01 -0.03 -0.01
C -2.84697 -0.70335 3.11339 0.01 0.01 0.01
C -1.40993 -2.26827 4.43790 -0.01 0.00 -0.01
P -0.56116 -1.53393 1.75873 -0.04 -0.04 -0.04
C 1.00872 -2.30616 2.36430 0.05 0.06 -0.02
C 2.14515 -1.49712 2.31366 0.00 -0.01 0.01
C 3.37709 -1.95815 2.76281 -0.01 0.00 0.00
C 3.50018 -3.24514 3.26088 0.01 0.00 0.00
C 2.38088 -4.06538 3.31578 -0.01 -0.01 0.00
C 1.15106 -3.59672 2.87895 0.00 0.00 0.00
C -1.45927 -2.88585 0.80695 0.01 -0.05 -0.01
C -2.13434 -4.01702 1.58633 0.00 0.02 0.00
C -0.41557 -3.46548 -0.15935 -0.02 0.01 0.00
C -2.53629 -2.19395 -0.04061 -0.01 0.01 0.03
H -1.10908 0.36419 4.90076 0.00 0.00 0.00
H -0.64602 0.88767 3.26406 -0.01 0.00 0.00
H 0.40056 -0.20927 4.17580 -0.01 0.00 0.00
H -3.28528 -0.30416 4.03399 0.00 0.00 0.00
H -3.47543 -1.52983 2.77836 -0.01 0.00 -0.01
H -2.86312 0.08333 2.35761 0.00 0.00 -0.02
H -1.92886 -1.91467 5.33530 0.00 0.01 0.00
H -0.39671 -2.54330 4.73195 0.00 0.00 -0.01
H -1.92509 -3.16408 4.09199 0.01 0.00 0.01
H 2.06024 -0.49778 1.89558 0.00 0.00 0.01
H 4.24097 -1.30740 2.70620 0.00 0.00 0.00
H 4.46133 -3.61151 3.60076 0.00 0.00 0.00
H 2.46320 -5.07450 3.70170 0.00 0.00 0.00
H 0.29730 -4.25450 2.94543 -0.01 0.00 0.00
H -1.45138 -4.58675 2.21391 0.01 -0.01 0.00
H -2.57514 -4.71614 0.86859 0.00 0.00 -0.01
H -2.94523 -3.64432 2.21351 -0.01 0.00 0.00
H 0.31693 -4.09317 0.35063 0.00 0.01 0.00
H 0.11158 -2.66210 -0.68113 0.01 -0.01 -0.01
H -0.92563 -4.06190 -0.92011 0.00 0.01 -0.01
H -3.30984 -1.73858 0.57946 0.00 0.00 0.00
H -3.00838 -2.93874 -0.68777 0.00 0.00 -0.01
H -2.11161 -1.41915 -0.67564 0.01 0.00 0.00

***

(2)
13
Properties=species:S:1:pos:R:3:forces:R:3 method="wB97M-V/def2-TZVPD" e_above_lowest_kcal_mol=96.2 e_homo_ha=-0.3302 gap_ev=10.02
C -1.73321 -0.35001 -1.96122 0.40 -0.16 0.11
C -0.78582 -0.42688 -1.22121 -0.28 -0.03 -0.30
C 0.19049 -0.27062 -0.18702 -0.17 0.16 -0.10
C 0.17159 -0.94912 1.16848 0.03 -0.11 0.10
C -0.27073 0.46227 1.04523 -0.34 0.07 0.29
O 0.79806 1.39221 1.01202 0.18 0.07 0.23
C 1.32770 0.75366 -0.17394 0.22 -0.03 -0.24
H -2.56578 -0.26975 -2.61779 0.05 -0.10 -0.04
H 1.11799 -1.13350 1.67051 -0.07 -0.08 -0.19
H -0.59092 -1.70934 1.29985 0.02 0.19 0.03
H -1.27962 0.81109 1.24125 0.23 0.03 0.05
H 1.33411 1.41738 -1.04311 -0.10 0.03 0.21
H 2.33657 0.36843 0.01407 -0.17 -0.04 -0.14

***

(3)
11
Properties=species:S:1:pos:R:3:forces:R:3 method="wB97M-V/def2-TZVPD" e_above_lowest_kcal_mol=0.0 e_homo_ha=-0.3256 gap_ev=9.32 smiles="FC(F)=C(I)CP"
F -2.58292 -1.32010 -1.13776 -0.85 -0.66 -0.61
C -1.43134 -1.25007 -0.55072 0.68 2.65 1.65
F -0.85410 -2.40833 -0.40487 0.27 -0.73 -0.28
C -0.97069 -0.10530 -0.00492 1.01 -0.89 -0.92
I -2.02341 1.64908 -0.24293 -0.54 0.16 -0.03
C 0.43647 0.03799 0.55357 -1.67 2.98 1.02
P 1.39121 1.63739 0.05604 0.51 -1.65 -1.90
H 0.97691 -0.81754 0.38501 1.39 -1.98 -0.23
H 0.36391 0.27837 1.63413 -0.06 -0.65 -0.29
H 2.17324 1.00051 -1.07144 -1.12 0.84 0.73
H 2.52072 1.29802 0.78389 0.36 -0.06 0.86

***

(4)
14
Properties=species:S:1:pos:R:3:forces:R:3 method="wB97M-V/def2-TZVPD" e_above_lowest_kcal_mol=224.9 e_homo_ha="-0.4763 / -0.4764" gap_ev="8.41 / 8.41" total_charge=+1
C -1.22920 0.85250 0.57733 -0.30 -0.13 1.57
C 1.14571 -0.61362 0.85593 0.88 -2.52 -0.23
C -1.07440 -0.59528 0.25032 -2.15 -3.30 -0.70
C -0.15296 -0.05491 1.18906 0.00 0.09 -2.61
C 0.29438 -0.65515 -0.43996 -0.84 -0.94 2.69
N 0.65060 0.45566 -1.37870 1.17 -1.78 -0.40
H -0.98322 1.63264 -0.20090 -1.09 -0.43 1.41
H -1.93564 0.89211 1.45061 0.19 1.48 -1.53
H 2.01802 -0.00531 0.70722 0.60 0.29 0.68
H 1.34060 -1.64670 1.30582 -0.11 1.64 -0.64
H -2.37226 -2.02536 0.34350 2.67 2.93 -0.22
H 0.65709 1.26147 -0.70948 -0.06 0.35 -2.00
H 0.01244 0.31521 -2.21880 0.63 1.38 1.33
H 1.62884 0.18672 -1.73195 -1.58 0.95 0.65